# 1
A cluster of 2 separate species, C14H25O4S3 in total, computed with ωB97M-V/def2-TZVPD.

The geometry in ORCA input format:
```
! wB97M-V def2-TZVPD RIJCOSX def2/J DEFGRID3
* xyz 1 1
C -1.014 4.242 3.195
C -1.382 3.535 2.261
C -1.873 2.463 1.210
C -1.726 1.012 1.907
C -1.036 -0.078 0.952
S 0.517 -0.653 1.802
C 0.527 -2.514 1.959
C 1.999 -2.900 2.494
C 1.942 -4.202 3.430
S 1.942 -3.593 5.176
C 1.997 -0.200 0.768
C 2.028 1.395 0.677
O 1.403 2.093 1.439
O 2.862 1.941 -0.324
H -0.549 4.538 4.176
H -1.197 2.451 0.300
H -2.954 2.655 0.912
H -2.711 0.678 2.346
H -1.013 1.178 2.783
H -0.784 0.393 -0.071
H -1.763 -0.931 0.811
H -0.224 -2.840 2.753
H 0.300 -3.029 0.969
H 2.462 -2.065 3.113
H 2.686 -3.039 1.598
H 2.838 -4.831 3.165
H 0.954 -4.709 3.224
H 2.443 -4.623 5.971
H 1.961 -0.672 -0.264
H 2.909 -0.509 1.367
H 3.731 1.500 -0.163
C -1.944 0.655 -5.016
C -1.233 1.930 -4.558
C -0.862 1.744 -3.085
S -0.658 -0.019 -2.838
O -1.690 -0.478 -1.938
O 0.743 -0.311 -2.617
C -1.095 -0.501 -4.500
H -2.050 0.619 -6.101
H -2.944 0.610 -4.576
H -0.325 2.073 -5.150
H -1.858 2.813 -4.698
H 0.069 2.254 -2.837
H -1.661 2.086 -2.424
H -1.627 -1.451 -4.482
H -0.171 -0.598 -5.073
*
```

## Properties
Strongest force on any atom, eV Å⁻¹: 2.76

natural (NBO) atomic charge list, values in e, 8 entries: number 1, C, carries -0.241; number 2, C, carries -0.034; number 3, C, carries -0.451; number 4, C, carries -0.421; number 5, C, carries -0.542; number 6, S, carries 0.800; number 7, C, carries -0.530; number 8, C, carries -0.439

# 2
A structure of composition C3H6ErNO2, computed with ωB97M-V/def2-TZVPD.

The geometry in ORCA input format:
```
! wB97M-V def2-TZVPD RIJCOSX def2/J DEFGRID3
* xyz 2 4
C -1.141 -0.699 0.989
N 0.395 -0.749 1.032
C 0.976 -0.548 -0.349
C 1.136 1.015 -0.819
O 2.303 1.623 -0.593
O 0.090 1.807 -1.531
H -1.603 -1.660 0.459
H -1.444 0.249 0.340
H -1.606 -0.539 2.073
H 0.761 -0.071 1.735
H 2.049 -1.036 -0.381
H 0.260 -1.069 -1.118
Er -2.176 1.676 -1.839
*
```

## Properties
Expectation value of S²: 3.7682
Strongest force on any atom, eV Å⁻¹: 6.39

natural (NBO) atomic charge list, values in e, 8 entries: number 1, C, carries -0.413; number 2, N, carries -0.507; number 3, C, carries -0.320; number 4, C, carries 0.766; number 5, O, carries -0.086; number 6, O, carries -0.926; number 7, H, carries 0.252; number 8, H, carries 0.044

# 3
A structure of composition C30H42BCuN8O2S4, computed with ωB97M-V/def2-TZVPD.

The geometry in ORCA input format:
```
! wB97M-V def2-TZVPD RIJCOSX def2/J DEFGRID3
* xyz -1 2
Cu 0.553 -0.150 -1.409
C -3.864 2.637 -0.143
C -4.260 1.600 0.902
C -5.125 2.287 1.963
C -5.051 0.499 0.184
N -3.124 0.940 1.612
C -3.413 -0.095 2.494
C -2.257 -0.498 3.034
N -1.242 0.264 2.497
B 0.192 -0.056 2.971
N 1.253 0.960 2.464
C 1.424 2.143 3.137
C 2.285 2.899 2.437
N 2.674 2.165 1.328
C 2.017 0.974 1.358
S 2.142 -0.329 0.230
C 3.572 2.794 0.300
C 2.711 3.777 -0.494
C 4.230 1.810 -0.660
C 4.697 3.523 1.044
N 0.607 -1.512 2.647
C 1.543 -2.114 3.459
C 1.799 -3.337 2.967
N 1.013 -3.500 1.837
C 0.279 -2.356 1.638
S -0.784 -2.009 0.360
C 1.079 -4.694 0.948
C 1.991 -5.741 1.587
C -0.314 -5.303 0.800
C 1.677 -4.295 -0.400
C -1.769 1.166 1.624
S -0.893 2.345 0.772
H -4.799 3.042 -0.540
H -3.302 2.185 -0.957
H -3.276 3.443 0.282
H -6.048 2.648 1.505
H -4.592 3.139 2.388
H -5.388 1.606 2.774
H -5.793 0.964 -0.467
H -5.580 -0.159 0.876
H -4.377 -0.093 -0.435
H -4.408 -0.468 2.641
H -2.057 -1.288 3.737
H 0.199 0.032 4.183
H 0.872 2.362 4.033
H 2.623 3.900 2.617
H 1.894 3.243 -0.980
H 3.317 4.256 -1.265
H 2.286 4.549 0.151
H 3.531 1.321 -1.330
H 4.790 1.039 -0.130
H 4.927 2.389 -1.270
H 4.343 4.348 1.661
H 5.383 3.938 0.305
H 5.250 2.826 1.675
H 1.942 -1.614 4.323
H 2.471 -4.090 3.327
H 1.635 -6.051 2.572
H 3.020 -5.388 1.669
H 1.991 -6.617 0.939
H -0.690 -5.634 1.773
H -0.256 -6.168 0.136
H -1.009 -4.581 0.379
H 2.643 -3.806 -0.254
H 1.034 -3.613 -0.946
H 1.828 -5.190 -1.007
S 2.817 -0.091 -3.427
C 1.808 1.273 -3.505
C 1.917 2.282 -4.503
C 1.032 3.323 -4.542
C 0.003 3.408 -3.591
C -0.063 2.426 -2.636
N 0.822 1.411 -2.580
H 2.707 2.177 -5.232
H 1.118 4.075 -5.320
H -0.723 4.209 -3.594
H -0.825 2.425 -1.868
O 0.432 -2.940 -3.018
C -0.567 -2.263 -3.120
C -1.795 -2.655 -3.938
C -2.849 -1.647 -3.502
C -2.045 -0.595 -2.747
O -2.497 0.477 -2.380
N -0.779 -1.041 -2.521
H -2.046 -3.697 -3.746
H -1.533 -2.561 -4.993
H -3.555 -2.079 -2.789
H -3.422 -1.183 -4.303
*
```

## Properties
Expectation value of S²: 0.7552
Strongest force on any atom, eV Å⁻¹: 0.85

Mulliken atomic charge list, values in e, 8 entries: number 1, Cu, carries 0.248; number 2, C, carries -1.803; number 3, C, carries 1.394; number 4, C, carries -1.752; number 5, C, carries -1.579; number 6, N, carries 0.474; number 7, C, carries -0.090; number 8, C, carries -1.578

# 4
An isolated molecule of C22H32N4O4S, computed with ωB97M-V/def2-TZVPD.

The geometry in ORCA input format:
```
! wB97M-V def2-TZVPD RIJCOSX def2/J DEFGRID3
* xyz 0 1
C -5.169 -2.503 2.319
H -5.333 -2.341 3.381
H -6.079 -2.263 1.776
H -4.927 -3.551 2.161
C -4.038 -1.602 1.827
N -3.779 -1.718 0.410
S -4.750 -0.809 -0.575
O -6.053 -0.625 0.002
O -4.658 -1.317 -1.911
C -3.905 0.775 -0.506
C -2.591 0.829 -0.894
C -1.881 2.029 -0.817
C -2.545 3.179 -0.357
C -3.892 3.110 0.020
C -4.564 1.910 -0.049
H -5.598 1.821 0.243
H -4.393 4.002 0.368
N -1.850 4.357 -0.277
C -0.543 4.422 -0.598
C 0.174 3.357 -1.047
C -0.460 2.059 -1.202
O 0.106 1.041 -1.597
C 1.639 3.595 -1.279
O 2.170 4.630 -0.912
N 2.276 2.597 -1.910
H 1.746 1.747 -2.088
C 3.713 2.515 -2.004
C 4.197 1.180 -1.440
C 3.847 1.038 0.055
N 3.752 -0.310 0.567
C 4.984 -1.070 0.506
C 4.862 -2.302 1.401
C 3.683 -3.159 0.951
C 2.420 -2.304 0.931
C 2.641 -1.081 0.045
H 1.748 -0.451 0.039
H 2.820 -1.426 -0.990
H 2.192 -1.969 1.944
H 1.571 -2.880 0.557
H 3.556 -4.011 1.622
H 3.876 -3.546 -0.052
H 4.698 -1.973 2.428
H 5.789 -2.876 1.364
H 5.799 -0.434 0.860
H 5.222 -1.393 -0.524
H 2.879 1.512 0.238
H 4.594 1.569 0.653
H 3.711 0.377 -1.999
H 5.274 1.093 -1.589
H 4.018 2.608 -3.053
H 4.128 3.357 -1.444
H -0.045 5.375 -0.481
H -2.333 5.183 0.047
H -2.091 -0.051 -1.265
C -3.103 -2.885 -0.106
C -1.596 -2.840 0.138
H -1.372 -2.858 1.202
H -1.132 -3.707 -0.325
H -1.159 -1.942 -0.290
H -3.522 -3.799 0.332
H -3.308 -2.895 -1.178
H -3.112 -1.819 2.366
H -4.303 -0.557 2.005
*
```

## Properties
SMILES: CCN(CC)S(=O)(=O)c1ccc2[nH]cc(C(=O)NCCCN3CCCCC3)c(=O)c2c1
Strongest force on any atom, eV Å⁻¹: 1.13

natural (NBO) atomic charge list, values in e, 8 entries: number 1, C, carries -0.629; number 2, H, carries 0.213; number 3, H, carries 0.234; number 4, H, carries 0.202; number 5, C, carries -0.214; number 6, N, carries -0.705; number 7, S, carries 2.341; number 8, O, carries -0.947

# 5
A cluster of 2 separate species, C10H25ClFN2O2PSi in total, computed with ωB97M-V/def2-TZVPD.

The geometry in ORCA input format:
```
! wB97M-V def2-TZVPD RIJCOSX def2/J DEFGRID3
* xyz 0 1
C -2.088 1.745 0.511
C -2.283 0.491 1.546
C -3.657 0.550 2.498
N -1.433 -0.556 1.761
Si -1.343 -1.720 0.412
C 0.215 -2.898 0.624
C 1.137 -2.544 1.925
F 1.391 -3.858 2.628
C -1.064 -0.892 -1.348
C 0.380 -0.087 -1.315
C 0.498 1.085 -2.461
C 0.565 2.604 -1.842
N 1.550 2.781 -0.706
P -3.059 -3.064 0.174
O -3.382 -3.184 -1.569
Cl -4.859 -2.293 0.983
H -2.596 1.525 -0.529
H -2.539 2.735 0.990
H -0.919 1.943 0.426
H -4.599 0.945 1.889
H -3.421 1.301 3.374
H -3.862 -0.500 3.013
H 0.915 -2.875 -0.331
H -0.162 -4.026 0.713
H 0.645 -1.853 2.729
H 2.175 -2.092 1.601
H -1.969 -0.224 -1.671
H -0.988 -1.758 -2.160
H 1.229 -0.881 -1.537
H 0.617 0.328 -0.224
H 1.483 0.887 -3.084
H -0.405 1.064 -3.233
H 0.861 3.395 -2.671
H -0.522 2.927 -1.478
H 1.066 3.031 0.192
H 2.171 1.948 -0.573
H -3.417 -2.262 -1.968
C 5.390 0.860 0.419
O 4.469 1.284 -0.569
H 4.887 0.173 1.103
H 6.228 0.347 -0.059
H 5.751 1.728 0.978
H 4.944 1.892 -1.161
*
```

## Properties
SMILES: CC(C)=N[Si@](CCF)(CCCCN)P(O)Cl.CO
Strongest force on any atom, eV Å⁻¹: 5.11

natural (NBO) atomic charge list, values in e, 8 entries: number 1, C, carries -0.743; number 2, C, carries 0.484; number 3, C, carries -0.718; number 4, N, carries -0.980; number 5, Si, carries 1.463; number 6, C, carries -0.929; number 7, C, carries 0.040; number 8, F, carries -0.411

# 6
A structure of composition C41H40N3P2Sn, computed with ωB97M-V/def2-TZVPD.

The geometry in ORCA input format:
```
! wB97M-V def2-TZVPD RIJCOSX def2/J DEFGRID3
* xyz 1 1
Sn 0.115 -0.213 0.689
C 2.185 2.637 0.090
P 2.328 0.920 -0.574
C 1.981 1.031 -2.361
C 2.891 1.594 -3.252
C 2.600 1.623 -4.605
C 1.400 1.114 -5.074
C 0.490 0.559 -4.190
C 0.789 0.498 -2.841
C 4.117 0.552 -0.498
C 4.524 -0.665 -1.047
C 5.848 -1.058 -0.995
C 6.790 -0.245 -0.385
C 6.392 0.960 0.170
C 5.067 1.361 0.118
C 0.794 2.976 0.521
C 0.213 4.188 0.799
C -1.132 3.927 1.151
C -1.307 2.570 1.093
C -2.507 1.697 1.273
P -2.389 0.494 -0.125
C -3.094 1.542 -1.436
C -2.291 2.174 -2.375
C -2.861 3.030 -3.303
C -4.224 3.274 -3.280
C -5.027 2.640 -2.344
C -4.467 1.776 -1.423
C -3.566 -0.867 0.072
C -4.081 -1.465 -1.075
C -4.823 -2.626 -0.979
C -5.037 -3.216 0.257
C -4.509 -2.634 1.398
C -3.772 -1.468 1.308
N -0.126 1.989 0.708
H 2.559 3.351 -0.649
H 2.841 2.668 0.968
H 3.825 1.992 -2.881
H 3.313 2.038 -5.300
H 1.176 1.142 -6.130
H -0.442 0.157 -4.555
H 0.091 0.022 -2.152
H 3.793 -1.299 -1.529
H 6.141 -2.005 -1.424
H 7.825 -0.552 -0.336
H 7.124 1.592 0.649
H 4.804 2.313 0.553
H 0.673 5.155 0.752
H -1.872 4.659 1.406
H -3.423 2.288 1.210
H -2.479 1.162 2.227
H -1.223 2.012 -2.374
H -2.238 3.506 -4.045
H -4.665 3.959 -3.987
H -6.092 2.816 -2.333
H -5.090 1.285 -0.687
H -3.891 -1.017 -2.040
H -5.226 -3.073 -1.875
H -5.597 -4.136 0.326
H -4.665 -3.096 2.361
H -3.356 -1.021 2.201
N -1.895 -3.067 6.636
C -1.402 -2.170 6.126
C -0.810 -1.067 5.459
C -0.149 -0.050 6.149
C 0.364 1.007 5.417
C 0.209 1.014 4.039
N -0.395 0.031 3.380
C -0.894 -0.980 4.070
H -0.055 -0.094 7.224
H 0.870 1.817 5.914
H 0.570 1.834 3.436
H -1.386 -1.759 3.504
C 1.426 -3.127 -1.410
C 1.027 -3.291 0.055
C 2.248 -3.135 0.966
C 0.450 -4.709 0.252
C -0.139 -2.439 0.401
H 2.330 -3.687 -1.636
H 1.587 -2.076 -1.650
H 0.632 -3.507 -2.047
H 2.971 -3.920 0.752
H 1.964 -3.198 2.015
H 2.730 -2.172 0.789
H 1.186 -5.426 -0.099
H -0.463 -4.838 -0.322
H 0.233 -4.906 1.297
H -0.429 -2.673 1.440
*
```

## Properties
Strongest force on any atom, eV Å⁻¹: 1.17

natural (NBO) atomic charge list, values in e, 8 entries: number 1, Sn, carries 1.457; number 2, C, carries -0.726; number 3, P, carries 0.901; number 4, C, carries -0.386; number 5, C, carries -0.123; number 6, C, carries -0.214; number 7, C, carries -0.179; number 8, C, carries -0.199

# 7
A structure of composition CsH6O3, computed with ωB97M-V/def2-TZVPD.

The geometry in ORCA input format:
```
! wB97M-V def2-TZVPD RIJCOSX def2/J DEFGRID3
* xyz 1 1
Cs -0.761 1.027 -1.077
O -2.688 0.094 1.631
H -3.446 -0.420 1.354
H -1.935 -0.373 1.270
O 1.722 -0.258 -2.433
H 1.499 -0.753 -1.645
H 1.585 -0.876 -3.151
O 1.383 0.888 1.228
H 1.396 0.565 2.129
H 1.243 0.106 0.694
*
```

## Properties
Strongest force on any atom, eV Å⁻¹: 0.74

natural (NBO) atomic charge list, values in e, 8 entries: number 1, Cs, carries 0.993; number 2, O, carries -0.923; number 3, H, carries 0.484; number 4, H, carries 0.440; number 5, O, carries -0.938; number 6, H, carries 0.448; number 7, H, carries 0.493; number 8, O, carries -0.933

# 8
A structure of composition C24H58OsP2Si4, computed with ωB97M-V/def2-TZVPD.

The geometry in ORCA input format:
```
! wB97M-V def2-TZVPD RIJCOSX def2/J DEFGRID3
* xyz 2 5
P -0.699 -2.452 -2.903
P -0.337 0.777 -2.658
C -1.014 -1.298 -4.338
C -0.010 -0.159 -4.258
H -2.016 -0.859 -4.296
H -0.970 -1.705 -5.365
H 1.040 -0.455 -4.313
H -0.169 0.440 -5.171
C -1.658 1.749 -3.512
H -1.846 2.679 -2.945
H -2.581 1.152 -3.661
H -1.303 2.039 -4.535
C 1.324 2.389 -4.312
H 0.576 1.955 -4.978
H 2.277 1.939 -4.587
H 1.205 3.458 -4.579
C -1.901 -3.839 -3.060
H -1.731 -4.518 -2.223
H -1.834 -4.416 -3.994
H -2.918 -3.452 -2.998
C 0.539 -3.285 -4.166
H 1.383 -2.639 -4.452
H 0.084 -3.568 -5.131
H 0.931 -4.215 -3.751
Os -1.896 -0.701 0.034
C 2.180 2.007 -1.806
C 1.108 2.135 -2.845
C -0.165 -0.478 -1.422
C 0.623 -1.834 -1.798
C 2.146 -2.409 -2.349
C 3.155 -1.601 -2.035
C 3.194 -0.163 -2.404
C 2.755 0.790 -1.298
C -0.901 -2.322 0.926
H 2.830 2.893 -1.491
H 0.786 3.189 -2.600
H -1.427 -0.758 -1.516
H 0.282 0.103 -0.564
H -2.885 -1.703 0.870
H 0.573 -2.372 -0.851
H 2.210 -3.480 -2.110
H 4.051 -1.947 -1.508
H 2.495 -0.030 -3.236
H 4.202 0.158 -2.673
H 2.051 0.264 -0.626
H 3.583 0.936 -0.600
H 0.197 -2.224 1.089
H -1.178 -3.091 0.186
H -1.449 -2.576 1.856
C 3.032 0.033 2.196
Si 1.578 1.185 2.588
C 1.974 1.793 4.364
C 1.758 2.787 1.599
Si -0.502 0.036 1.935
Si -0.716 -0.644 4.248
C -0.807 0.493 5.788
C -2.373 -1.561 4.312
C 0.679 -1.835 4.739
Si -2.266 1.529 1.730
C -2.801 2.138 3.486
C -1.630 3.087 0.888
C -3.603 0.666 0.795
H 3.906 0.615 1.868
H 2.796 -0.685 1.402
H 3.346 -0.534 3.085
H 2.957 2.294 4.360
H 1.248 2.537 4.717
H 2.039 0.991 5.111
H 1.522 2.678 0.534
H 1.132 3.584 2.023
H 2.798 3.137 1.666
H -1.736 1.073 5.832
H -0.790 -0.154 6.681
H 0.029 1.191 5.890
H -2.784 -1.830 3.334
H -2.234 -2.491 4.885
H -3.121 -0.949 4.836
H 0.658 -2.745 4.125
H 1.679 -1.391 4.654
H 0.541 -2.135 5.790
H -1.956 2.568 4.050
H -3.537 2.947 3.332
H -3.270 1.360 4.110
H -0.950 2.841 0.062
H -2.516 3.608 0.496
H -1.117 3.738 1.611
H -3.561 -0.226 0.019
H -4.244 0.294 1.588
H -4.050 1.472 0.225
*
```

## Properties
Expectation value of S²: 6.0244
Strongest force on any atom, eV Å⁻¹: 7.17

Mulliken atomic charge list, values in e, 8 entries: number 1, P, carries 0.865; number 2, P, carries 1.016; number 3, C, carries -1.366; number 4, C, carries -1.503; number 5, H, carries 0.351; number 6, H, carries 0.609; number 7, H, carries 0.678; number 8, H, carries 0.877

| no. | E_tot (Eh) |
| --- | --- |
| 1 | -2043.56717 |
| 2 | -1337.31990 |
| 3 | -5015.29072 |
| 4 | -1775.73071 |
| 5 | -1846.75875 |
| 6 | -2647.32833 |
| 7 | -249.24027 |
| 8 | -2879.56295 |